Version one
Molecular formula: C3H6N2
Method: DFT, wB97M-V/def2-TZVPD

Bonds (Å) are listed after each position.
Positions of all 11 atoms, in Å:
1 C 0.1831 1.2007 -0.7183  H4 1.118, H5 1.096, H6 1.093, N10 1.500
2 C -0.1310 -0.5777 0.9478  C3 1.467, H8 1.079, H9 1.096, N10 1.444
3 C 0.4215 -1.6668 0.1349  C2 1.467, N11 1.150
4 H 0.9446 1.6848 -0.0584  C1 1.118
5 H 0.7216 0.6158 -1.4721  C1 1.096
6 H -0.4532 1.9793 -1.1472  C1 1.093
7 H -1.4045 -0.0651 -0.5034  N10 1.050
8 H -0.8443 -0.9982 1.6398  C2 1.079
9 H 0.6285 -0.0545 1.5398  C2 1.096
10 N -0.7725 0.4478 0.1598  C1 1.500, C2 1.444, H7 1.050
11 N 0.7063 -2.5662 -0.5227  C3 1.150

- LUMO level: 0.035 Eh
- Frontier orbital gap: 11.0 eV
- E_HOMO: -10.0199 eV
- Structure (SMILES): CNCC#N

---

Version two
Molecular formula: C3H6N2
Method: DFT, wB97M-V/def2-TZVPD

Bonds (Å) are listed after each position.
Positions of all 11 atoms, in Å:
1 C 0.9643 -0.2923 0.0381  C2 1.572, H4 1.124, H5 1.144, N11 1.481
2 C 0.2875 1.1236 -0.0610  C1 1.572, H6 1.099, H7 1.065, N10 1.524
3 C -1.4188 -0.3153 0.0206  H8 1.067, N10 1.306, N11 1.372
4 H 1.7455 -0.5043 -0.7421  C1 1.124
5 H 1.4653 -0.4776 1.0502  C1 1.144
6 H 0.6132 1.6822 -0.9493  C2 1.099
7 H 0.5714 1.7165 0.7772  C2 1.065
8 H -2.4095 -0.7106 -0.0072  C3 1.067
9 H -0.3078 -2.1186 -0.0570  N11 1.040
10 N -1.2270 0.9762 0.0162  C2 1.524, C3 1.306
11 N -0.2840 -1.0797 -0.0858  C1 1.481, C3 1.372, H9 1.040

- LUMO level: 0.038 Eh
- Frontier orbital gap: 9.4 eV
- E_HOMO: -8.3823 eV
- Structure (SMILES): C1=NCCN1

---

Version three
Molecular formula: C3H6N2
Method: DFT, wB97M-V/def2-TZVPD

Bonds (Å) are listed after each position.
Positions of all 11 atoms, in Å:
1 C 1.0499 0.7348 1.5484  N2 1.447, H6 1.098, H7 1.094, H8 1.093
2 N 0.3260 -0.0812 0.5974  C1 1.447, N5 1.441, H9 1.014
3 C -1.5614 -0.7321 -1.9055  C4 1.305, H10 1.082, H11 1.083
4 C -0.5208 -0.1356 -1.3923  C3 1.305, N5 1.236
5 N 0.3955 0.4000 -0.7591  N2 1.441, C4 1.236
6 H 2.1269 0.8449 1.3639  C1 1.098
7 H 0.9038 0.2433 2.5149  C1 1.094
8 H 0.5928 1.7260 1.6078  C1 1.093
9 H 0.7056 -1.0208 0.5773  N2 1.014
10 H -1.4931 -1.7377 -2.2996  C3 1.082
11 H -2.5252 -0.2416 -1.8532  C3 1.083

- LUMO level: 0.040 Eh
- Frontier orbital gap: 9.9 eV
- E_HOMO: -8.8584 eV
- Structure (SMILES): C=C=NNC

---

Version four
Molecular formula: C3H6N2
Method: DFT, wB97M-V/def2-TZVPD

Bonds (Å) are listed after each position.
Positions of all 11 atoms, in Å:
1 C -0.8219 -1.0497 0.3687  C2 1.564, H6 1.105, H7 1.093, H8 1.096
2 C 0.3158 -0.1633 -0.2371  C1 1.564, N3 1.501, C4 1.467, H9 1.103
3 N -0.0031 0.9459 -1.1973  C2 1.501, H10 1.029, H11 1.024
4 C 1.0147 0.5669 0.8257  C2 1.467, N5 1.156
5 N 1.4779 1.3423 1.5479  C4 1.156
6 H -0.4086 -1.7677 1.0994  C1 1.105
7 H -1.5603 -0.4615 0.9195  C1 1.093
8 H -1.3395 -1.6595 -0.3807  C1 1.096
9 H 1.0012 -0.8767 -0.7240  C2 1.103
10 H 0.8643 1.4277 -1.4699  N3 1.029
11 H -0.5404 1.6956 -0.7522  N3 1.024

- LUMO level: 0.032 Eh
- Frontier orbital gap: 10.9 eV
- E_HOMO: -10.0703 eV
- Structure (SMILES): C[C@@H](N)C#N

---

Most stable one: version four, least stable one: version three.